Entry from the Open Molecules 2025 dataset: the ion C4H9ClN3 with charge +1 (ωB97M-V/def2-TZVPD).

CARTESIAN COORDINATES (ANGSTROEM)
1 Cl 1.578 -0.290 3.435
2 N 1.279 0.342 1.842
3 N 0.619 -0.575 -0.167
4 N 0.301 0.326 -0.934
5 C 0.597 1.591 1.767
6 C -0.867 0.099 -1.678
7 C 1.226 -0.689 0.927
8 C -1.248 -1.351 -1.896
9 H 1.767 -1.554 1.137
10 H 1.048 2.220 2.509
11 H -1.080 -1.850 -0.985
12 H -0.433 1.541 2.012
13 H 0.778 1.944 0.720
14 H -0.670 -1.709 -2.759
15 H -1.671 0.519 -1.090
16 H -0.915 0.793 -2.514
17 H -2.309 -1.357 -2.326

As for the molar mass: 134.59 g mol⁻¹. The value obtained for the HOMO-LUMO gap (spin up / spin down) is 7.95 / 7.95 eV. The value obtained for the energy above the lowest of the compared OMol25 structures with the same formula, charge and spin is 71.9 kcal per mole. As for the total charge: +1. The HOMO energy (spin up / spin down) is -14.22 / -14.22 eV. As for the SMILES: CC/N=N/C=[N+](\C)Cl.

For reference, the Mulliken charges in units of e are: 0.02, -0.05, 0.15, -0.24, -0.73, -0.30, -0.03, -0.99, 0.47, 0.30, 0.36, 0.32, 0.38, 0.30, 0.30, 0.41, 0.33


Entry from the Open Molecules 2025 dataset: a structure of composition C4H9ClOSi (ωB97M-V/def2-TZVPD).

CARTESIAN COORDINATES (ANGSTROEM)
1 Cl -3.463 1.028 -0.425
2 Si -2.716 -0.726 0.219
3 O -0.501 -2.273 0.056
4 C 0.897 0.825 0.766
5 C -0.898 -1.162 -0.051
6 C 0.237 0.320 -0.454
7 C 1.213 -0.303 -1.402
8 H 1.412 0.040 1.142
9 H -2.999 -0.944 1.797
10 H -3.743 -1.813 -0.288
11 H -0.444 1.067 -0.866
12 H 1.983 -0.907 -0.825
13 H 0.654 -0.875 -2.226
14 H 1.537 1.784 0.561
15 H 1.814 0.428 -2.058
16 H 0.201 1.236 1.425

As for the molar mass: 136.65 g mol⁻¹. The value obtained for the HOMO-LUMO gap is 8.84 eV. The value obtained for the energy above the lowest of the compared OMol25 structures with the same formula, charge and spin is 76.2 kcal per mole. As for the total charge: 0. The HOMO energy is -8.70 eV.

For reference, the Mulliken charges in units of e are: -0.22, 0.39, -0.44, -1.43, 0.37, 0.26, -1.17, 0.44, -0.07, -0.10, 0.40, 0.24, 0.30, 0.30, 0.36, 0.39


Entry from the Open Molecules 2025 dataset: a structure of composition C4H9CrLiO4 (ωB97M-V/def2-TZVPD).

CARTESIAN COORDINATES (ANGSTROEM)
1 Cr -0.643 0.587 -0.864
2 O -2.249 0.572 0.324
3 O -0.580 -0.385 1.715
4 O 0.806 -0.832 -0.968
5 O -1.069 2.495 -1.060
6 C 1.506 -1.711 -1.818
7 C -1.856 0.229 1.592
8 C 1.376 -0.618 0.356
9 C 0.491 0.356 1.075
10 Li -2.827 1.987 -0.735
11 H 1.446 -1.614 0.830
12 H -1.780 1.148 2.215
13 H -2.568 -0.465 2.078
14 H 1.760 -2.631 -1.268
15 H 0.889 1.050 1.828
16 H -0.380 3.225 -0.664
17 H 0.855 -1.938 -2.669
18 H 2.430 -1.243 -2.191
19 H 2.392 -0.212 0.225

As for the molar mass: 180.05 g mol⁻¹. The value obtained for the HOMO-LUMO gap (spin up / spin down) is 5.65 / 6.65 eV. The value obtained for the energy above the lowest of the compared OMol25 structures with the same formula, charge and spin is 0.0 kcal per mole. As for the total charge: 0. The spin multiplicity is 5. The HOMO energy (spin up / spin down) is -5.85 / -6.97 eV. Its expectation value of S² is 6.03.

For reference, the Mulliken charges in units of e are: 0.74, -0.90, -0.40, -0.20, -0.93, -0.74, -0.15, -0.43, -0.56, 0.86, 0.37, 0.29, 0.23, 0.25, 0.44, 0.24, 0.29, 0.29, 0.32


Entry from the Open Molecules 2025 dataset: a structure of composition C4H9F (ωB97M-V/def2-TZVPD).

CARTESIAN COORDINATES (ANGSTROEM)
1 F 2.329 -0.849 -0.226
2 C -0.429 -0.805 0.227
3 C 1.798 0.430 0.143
4 C 0.379 0.323 -0.085
5 C -1.891 -0.199 -0.155
6 H 0.093 1.413 0.313
7 H 2.398 1.111 -0.340
8 H -1.318 1.301 -0.251
9 H 1.709 0.515 1.314
10 H -0.406 -1.299 1.357
11 H -2.023 -0.383 -1.187
12 H 0.388 0.415 -1.105
13 H 0.038 -1.552 -0.488
14 H -3.067 -0.420 0.481

As for the molar mass: 76.11 g mol⁻¹. The value obtained for the HOMO-LUMO gap is 10.83 eV. The value obtained for the energy above the lowest of the compared OMol25 structures with the same formula, charge and spin is 137.0 kcal per mole. As for the total charge: 0. The HOMO energy is -9.84 eV.

For reference, the Mulliken charges in units of e are: -0.33, -0.02, -0.46, -0.92, -0.83, 0.32, 0.35, 0.24, 0.22, 0.26, 0.29, 0.42, 0.22, 0.24


Entry from the Open Molecules 2025 dataset: a structure of composition C4H9F (ωB97M-V/def2-TZVPD).

CARTESIAN COORDINATES (ANGSTROEM)
1 F 0.833 -0.126 1.359
2 C -1.441 0.011 0.280
3 C 0.652 -1.213 -0.393
4 C 0.153 -0.009 0.264
5 C 0.719 1.282 -0.253
6 H -2.052 0.514 1.290
7 H -0.122 -2.207 -0.252
8 H 0.618 1.805 0.795
9 H -1.816 0.575 -0.642
10 H 0.684 -0.788 -1.686
11 H 0.217 1.870 -1.160
12 H 1.652 -1.500 0.117
13 H 1.741 0.865 -0.265
14 H -1.839 -1.077 0.545

As for the molar mass: 76.11 g mol⁻¹. The value obtained for the HOMO-LUMO gap is 11.76 eV. The value obtained for the energy above the lowest of the compared OMol25 structures with the same formula, charge and spin is 94.8 kcal per mole. As for the total charge: 0. The HOMO energy is -10.83 eV.

For reference, the Mulliken charges in units of e are: -0.32, -1.18, -1.13, 1.17, -1.11, 0.28, 0.26, 0.27, 0.26, 0.20, 0.31, 0.34, 0.34, 0.31


Entry from the Open Molecules 2025 dataset: the molecule C4H9F2N (ωB97M-V/def2-TZVPD).

CARTESIAN COORDINATES (ANGSTROEM)
1 F -0.898 -0.504 2.453
2 F -0.204 -2.196 1.220
3 N -2.351 -1.428 0.934
4 C 0.902 0.090 0.197
5 C 1.537 0.967 -0.924
6 C -0.624 -0.041 0.101
7 C -1.040 -1.091 1.141
8 H 1.179 2.071 -0.696
9 H -1.030 -0.472 -0.897
10 H -1.223 0.852 0.374
11 H 1.116 0.466 1.191
12 H 2.611 1.019 -1.072
13 H -2.942 -0.713 0.392
14 H -2.934 -1.924 1.586
15 H 1.177 0.749 -1.840
16 H 1.177 -0.887 0.097

As for the molar mass: 109.12 g mol⁻¹. The value obtained for the HOMO-LUMO gap is 11.45 eV. The value obtained for the energy above the lowest of the compared OMol25 structures with the same formula, charge and spin is 0.0 kcal per mole. As for the total charge: 0. The HOMO energy is -10.50 eV. As for the SMILES: CCCC(N)(F)F.

For reference, the Mulliken charges in units of e are: -0.37, -0.30, -0.52, -0.58, -1.24, -0.78, 0.95, 0.24, 0.31, 0.35, 0.31, 0.36, 0.22, 0.22, 0.40, 0.44


Entry from the Open Molecules 2025 dataset: the molecule C4H9F3OSi (ωB97M-V/def2-TZVPD).

CARTESIAN COORDINATES (ANGSTROEM)
1 Si -0.091 0.292 -0.074
2 F -2.889 0.997 0.544
3 F -2.883 -0.370 -1.097
4 F -2.477 -1.115 0.819
5 O 0.316 -1.053 0.763
6 C -2.178 -0.083 0.062
7 C 0.517 0.196 -1.832
8 C 1.578 -1.700 0.823
9 C 0.168 1.891 0.923
10 H -0.693 2.550 0.640
11 H 1.986 -1.737 -0.289
12 H 1.191 2.255 0.617
13 H 0.311 -0.918 -1.928
14 H 0.338 1.491 1.928
15 H 1.611 0.461 -1.954
16 H 2.125 -1.053 1.479
17 H 1.240 -2.723 1.140
18 H -0.170 0.618 -2.564

As for the molar mass: 158.20 g mol⁻¹. The value obtained for the HOMO-LUMO gap is 10.92 eV. The value obtained for the energy above the lowest of the compared OMol25 structures with the same formula, charge and spin is 0.0 kcal per mole. As for the total charge: 0. The HOMO energy is -10.35 eV. As for the SMILES: CO[Si](C)(C)C(F)(F)F.

For reference, the Mulliken charges in units of e are: 0.25, -0.30, -0.30, -0.24, -0.17, 0.72, -0.97, -0.66, -0.96, 0.33, 0.28, 0.29, 0.28, 0.30, 0.28, 0.28, 0.21, 0.39


Entry from the Open Molecules 2025 dataset: a cluster of 2 separate species, C4H9FIN in total (ωB97M-V/def2-TZVPD).

CARTESIAN COORDINATES (ANGSTROEM)
1 I -0.354 -1.787 -1.631
2 F -0.827 1.866 -1.189
3 N -1.654 0.481 0.355
4 C -0.581 1.268 0.021
5 C 1.142 -0.956 -0.372
6 C 2.069 -0.067 -1.124
7 C -1.430 -0.338 1.480
8 H 1.282 -1.510 0.541
9 H -0.537 -0.845 1.176
10 H -2.149 -1.138 1.587
11 H -2.455 0.362 -0.254
12 H 2.713 -0.535 -1.829
13 H -1.285 0.057 2.407
14 H 2.736 0.387 -0.394
15 H -0.206 2.032 0.825
16 H 1.535 0.724 -1.600

As for the molar mass: 217.03 g mol⁻¹. The value obtained for the HOMO-LUMO gap (spin up / spin down) is 8.35 / 7.39 eV. The value obtained for the energy above the lowest of the compared OMol25 structures with the same formula, charge and spin is 46.6 kcal per mole. As for the total charge: 0. The HOMO energy (spin up / spin down) is -7.76 / -7.16 eV.

For reference, the Mulliken charges in units of e are: 0.03, -0.28, -0.11, -0.07, -0.60, -1.05, -0.70, 0.55, 0.07, 0.34, 0.32, 0.36, 0.34, 0.31, 0.21, 0.30


Entry from the Open Molecules 2025 dataset: the ion C4H9FN with charge +1 (ωB97M-V/def2-TZVPD).

CARTESIAN COORDINATES (ANGSTROEM)
1 F 0.688 -1.834 0.202
2 N 1.475 1.004 0.877
3 C 0.036 0.358 0.960
4 C -1.515 -0.840 -0.602
5 C -0.126 -0.627 -0.111
6 C -0.402 -0.362 -1.520
7 H -0.613 0.610 -1.847
8 H 2.158 0.346 1.135
9 H -0.787 1.149 0.822
10 H 1.649 1.243 -0.149
11 H -2.133 -0.050 -0.197
12 H -1.862 -1.838 -0.475
13 H -0.047 -0.037 1.896
14 H 1.529 1.967 1.264
15 H -0.051 -1.089 -2.255

As for the molar mass: 90.12 g mol⁻¹. The value obtained for the HOMO-LUMO gap is 11.20 eV. The value obtained for the energy above the lowest of the compared OMol25 structures with the same formula, charge and spin is 38.3 kcal per mole. As for the total charge: +1. The HOMO energy is -15.13 eV. As for the SMILES: [NH3+]CC1(F)CC1.

For reference, the Mulliken charges in units of e are: -0.34, -0.35, -0.80, -0.80, 0.87, -0.61, 0.29, 0.34, 0.36, 0.39, 0.26, 0.33, 0.39, 0.37, 0.31


Entry from the Open Molecules 2025 dataset: the molecule C4H9FN2 (ωB97M-V/def2-TZVPD).

CARTESIAN COORDINATES (ANGSTROEM)
1 F -0.232 -0.825 -1.470
2 N -0.686 -0.484 2.671
3 N -0.507 -1.937 0.948
4 C -0.111 0.440 0.409
5 C 0.568 0.150 -0.829
6 C -0.384 -0.640 1.430
7 C 0.640 1.295 -1.833
8 H -0.456 0.390 3.061
9 H 1.601 -0.362 -0.669
10 H -1.009 0.907 -0.036
11 H -0.808 -2.092 0.021
12 H 1.079 0.810 -2.718
13 H -0.335 1.618 -2.095
14 H 0.275 1.221 1.034
15 H -0.963 -2.573 1.569
16 H 1.325 2.081 -1.494

As for the molar mass: 104.13 g mol⁻¹. The value obtained for the HOMO-LUMO gap is 10.13 eV. The value obtained for the energy above the lowest of the compared OMol25 structures with the same formula, charge and spin is 10.4 kcal per mole. As for the total charge: 0. The HOMO energy is -9.17 eV. As for the SMILES: [H]/N=C(/N)C[C@H](C)F.

For reference, the Mulliken charges in units of e are: -0.35, -0.82, -0.43, -0.69, 0.56, 0.50, -1.39, 0.19, 0.25, 0.24, 0.20, 0.33, 0.41, 0.36, 0.30, 0.35


Entry from the Open Molecules 2025 dataset: the molecule C4H9FN2O (ωB97M-V/def2-TZVPD).

CARTESIAN COORDINATES (ANGSTROEM)
1 F 1.103 1.388 -0.897
2 O -1.678 1.550 0.160
3 N 0.083 -0.339 0.868
4 N -0.799 -1.348 -1.157
5 C -0.846 -0.566 -0.238
6 C -2.117 0.246 0.096
7 C 2.157 0.492 -0.312
8 C 1.396 -0.682 0.578
9 H 2.073 -0.736 1.671
10 H 2.741 1.069 0.555
11 H -3.177 0.021 -0.559
12 H -0.049 0.517 1.352
13 H 1.438 -1.840 0.154
14 H 2.753 -0.144 -1.271
15 H -1.053 1.761 -0.623
16 H -2.349 0.123 1.368
17 H -1.675 -1.510 -1.747

As for the molar mass: 120.13 g mol⁻¹. The value obtained for the HOMO-LUMO gap is 10.14 eV. The value obtained for the energy above the lowest of the compared OMol25 structures with the same formula, charge and spin is 82.4 kcal per mole. As for the total charge: 0. The HOMO energy is -9.27 eV. As for the SMILES: [H]/N=C(\CO)NCCF.

For reference, the Mulliken charges in units of e are: -0.33, -0.49, -0.25, -0.72, 0.54, -0.43, -0.19, -0.66, 0.28, 0.27, 0.26, 0.33, 0.32, 0.26, 0.35, 0.20, 0.27


Entry from the Open Molecules 2025 dataset: a cluster of 2 separate species, C4H9FO in total (ωB97M-V/def2-TZVPD).

CARTESIAN COORDINATES (ANGSTROEM)
1 F -0.607 -2.974 1.354
2 O -1.722 -2.327 0.901
3 C 0.451 0.683 -0.151
4 C -0.112 0.071 -1.394
5 C 1.699 0.291 0.114
6 C -0.295 1.556 0.865
7 H -0.151 2.684 0.694
8 H -1.224 0.264 -1.648
9 H -0.014 -0.978 -1.255
10 H 2.133 -0.492 -0.514
11 H 2.284 0.777 0.823
12 H 0.001 1.030 1.786
13 H -1.531 -2.131 0.019
14 H 0.434 0.326 -2.312
15 H -1.347 1.220 0.718

As for the molar mass: 92.11 g mol⁻¹. The value obtained for the HOMO-LUMO gap is 10.01 eV. The value obtained for the energy above the lowest of the compared OMol25 structures with the same formula, charge and spin is 113.9 kcal per mole. As for the total charge: 0. The HOMO energy is -9.19 eV. As for the SMILES: C=C(C)C.OF.

For reference, the Mulliken charges in units of e are: -0.10, -0.26, 0.91, -1.33, -1.08, -1.00, 0.28, 0.31, 0.31, 0.27, 0.38, 0.33, 0.34, 0.35, 0.29


What is the total charge in the eighth record?
0